C14H8ClF2N3O2S | wB97M-V/def2-TZVPD

Last column: Mulliken charge in e.
Positions of all 31 atoms, in Å:
O 4.57003 2.50943 0.80380  -0.6192
F 3.90848 -1.11047 2.15722  -0.3241
F 1.91164 2.73969 0.14272  -0.3064
Cl -3.98053 -3.39164 -4.34201  -0.2000
N -1.61329 0.34497 -1.55968  -0.6709
N -4.22189 -1.98237 -0.61116  -0.5928
O -0.61813 2.02778 1.41131  -0.4995
S -2.81578 -0.05871 0.74531  -0.1896
C 4.23517 1.32116 0.79262  0.2275
C -1.74316 0.82986 -0.34564  0.7860
C -4.39135 -2.66705 -1.75553  -0.4133
C -3.27571 -1.03073 -0.58974  0.3130
C 1.54441 -0.64442 2.55541  -0.7845
C -2.62411 -1.47510 -2.86252  -0.4532
C 0.46736 0.18918 2.34186  -0.2814
C 2.79828 -0.31814 2.03332  0.4718
C 1.76948 1.69560 0.98934  0.3066
C -3.62123 -2.45961 -2.89203  0.3762
C -2.50977 -0.70736 -1.71402  0.3390
C 0.56251 1.34987 1.59424  0.2203
C 2.91793 0.88658 1.29098  0.2737
N 5.03772 0.49418 0.07220  -0.4220
C -1.03954 2.10814 0.05642  -0.4784
H -5.19103 -3.38178 -1.82006  0.4037
H 1.42324 -1.51562 3.16628  0.4499
H -1.96240 -1.28837 -3.70968  0.4456
H -0.41756 -0.08435 2.80840  0.5675
H 4.84152 -0.50488 0.12880  0.2175
H 5.95383 0.89158 -0.17764  0.2639
H -1.70232 2.97498 -0.05438  0.3577
H -0.21380 2.25761 -0.65613  0.2150

Forces on atoms 1 to 2 (eV/Å):
-0.7 -0.7 1.0
-1.1 0.5 0.2

Results
Net charge = 0
Energy = -1911.16213 a.u.
LUMO = -0.08 eV
HOMO = -9.40 eV
SMILES = NC(=O)c1c(F)ccc(OCc2nc3cc(Cl)cnc3s2)c1F
F_max = 3.70 eV/A
ΔE to the lowest compared entry with this formula, charge and spin = 2.9 kcal/mol